1.
This record from OMol25 describes a cluster of 2 separate species, C5H9NO7 in total. The level of theory is ωB97M-V with the def2-TZVPD basis set.

Values from the calculation:
HOMO (spin up / spin down)	-9.456 / -9.531	eV
frontier orbital gap (spin up / spin down)	8.0 / 8.2	eV
energy relative to the best compared isomer or geometry (same formula, charge and spin)	8.084	eV
E_tot	-776.99380	Eh

Structure (XYZ):
```
22
Properties=species:S:1:pos:R:3:forces:R:3
C -0.713231 1.533292 0.278093 0.1 -0.2 -0.5
C -0.427096 0.073897 -0.083937 -0.1 0.5 2.5
C -1.483944 -0.910675 0.540166 1.9 -1.0 0.3
O -2.659308 -0.746255 0.623660 -0.1 0.4 0.2
C 1.098202 -0.394284 0.332928 0.6 -0.7 -1.2
C 2.099240 0.376815 -0.603684 -1.4 -0.1 0.8
O 3.355908 0.079784 -0.083825 0.8 0.2 -0.3
O 1.497801 -0.120886 1.588899 -0.7 0.4 2.7
O 0.512654 -0.693239 2.566197 2.1 -0.5 -0.1
O -0.110945 -0.306790 -1.269413 -1.7 -0.1 -3.5
O -2.739243 0.322751 -2.252108 -1.5 -2.5 0.5
N -3.099906 -0.784259 -1.886231 -0.7 0.3 -1.0
O -4.050361 -1.525266 -2.064424 2.0 2.2 0.1
H -0.391201 1.735650 1.305226 0.0 0.0 -0.2
H -0.226639 2.213649 -0.427772 0.0 -0.1 0.2
H -1.785871 1.684661 0.198806 -0.1 0.1 0.1
H -0.957893 -1.861304 0.852779 -0.7 0.3 -0.2
H 1.161089 -1.472408 0.076522 -0.2 0.4 0.5
H 1.925813 0.037106 -1.629438 0.3 -0.1 0.2
H 1.827444 1.453355 -0.575008 0.4 -0.4 0.1
H 4.006731 0.462477 -0.676759 0.2 0.0 0.0
H 1.160754 -1.158071 3.189324 -1.2 0.9 -1.2
```
Positions in Å, forces in eV/Å.


2.
This record from OMol25 describes a cluster of 2 separate species, C3H7NO in total. The level of theory is ωB97M-V with the def2-TZVPD basis set.

Values from the calculation:
HOMO	-9.167	eV
frontier orbital gap	9.6	eV
energy relative to the best compared isomer or geometry (same formula, charge and spin)	2.787	eV
SMILES string	C=CN=C.O
E_tot	-248.42409	Eh

Structure (XYZ):
```
12
Properties=species:S:1:pos:R:3:forces:R:3
C 1.590907 -0.265865 -0.307672 -0.2 0.7 -0.7
C 0.262992 -0.059535 -0.271990 1.3 -0.4 1.6
N -0.697703 -0.098493 -1.266769 -1.4 -0.3 -1.2
C -0.507993 -0.605533 -2.419917 0.8 -0.7 1.9
H 2.146238 -0.596074 -1.177979 -0.1 0.3 -0.3
H 2.218409 0.106771 0.493431 -0.2 -0.6 0.4
H -0.143929 0.049617 0.743969 -0.1 0.7 -0.6
H -1.355796 -0.819498 -3.053689 0.0 0.5 -0.4
H 0.473651 -1.057043 -2.595323 -0.1 -0.1 -0.7
O -0.754386 0.817342 3.205661 0.1 0.3 -0.1
H -0.379814 0.171378 3.807855 0.0 -0.1 0.1
H -0.302539 1.645450 3.415010 -0.1 -0.2 -0.1
```
Positions in Å, forces in eV/Å.


3.
This record from OMol25 describes a structure of composition C32H34HfOP. The level of theory is ωB97M-V with the def2-TZVPD basis set.

Values from the calculation:
HOMO	-10.824	eV
charge	+1
frontier orbital gap	8.0	eV
E_tot	-1704.16019	Eh

Structure (XYZ):
```
69
Properties=species:S:1:pos:R:3:forces:R:3
C -3.471904 -1.253574 1.013910 -0.7 -0.5 0.3
C -3.226651 -0.866291 2.491414 -0.3 -0.2 0.3
C -4.887656 -0.732094 0.595944 -0.1 0.0 0.2
C -3.572119 -2.801400 0.949601 -0.1 0.1 0.3
H -5.661008 -1.464211 0.888263 0.2 0.2 0.0
H -5.034882 -0.570260 -0.482699 0.1 -0.1 0.3
H -5.137722 0.214377 1.091705 0.0 -0.3 -0.1
H -3.679429 -1.628824 3.147146 0.1 0.2 0.0
H -3.695894 0.087292 2.771509 0.3 -0.2 -0.2
H -2.163317 -0.817762 2.765528 0.0 0.0 0.0
H -4.143548 -3.127413 1.831533 0.1 -0.2 -0.2
H -2.604642 -3.311316 0.982050 0.0 0.0 0.0
H -4.114959 -3.154097 0.063731 0.2 0.2 0.3
C -0.954675 2.959658 -0.049280 -0.6 -1.0 -0.3
C -1.964125 2.143333 -0.663993 -0.7 2.1 0.7
C -2.828963 1.699625 0.433715 0.7 0.7 0.6
H -2.296718 2.264135 -1.704651 0.2 0.0 0.7
C -2.155309 2.070183 1.675653 -0.6 0.3 -1.0
C -1.061679 2.885848 1.349947 -0.1 -0.2 -0.2
H -0.406569 3.398528 2.054560 -0.2 -0.3 -0.2
H -0.227923 3.546661 -0.592302 0.0 -0.1 0.0
H -3.908819 1.551836 0.357569 0.5 -0.2 -0.1
H -2.502906 1.840464 2.685648 0.1 0.1 -0.5
C -1.104675 -2.265742 -2.066571 -0.2 0.5 -0.2
C -0.844518 -0.994098 -2.632859 -0.9 0.1 -0.1
C -2.061280 -0.229064 -2.594266 0.1 -1.0 -1.3
H 0.060977 -0.725766 -3.183888 -0.3 0.0 0.8
C -3.103845 -1.096166 -2.109969 0.6 -0.8 -1.2
C -2.495859 -2.362906 -1.827440 -0.2 0.6 -0.2
H -3.008642 -3.301170 -1.642998 0.1 0.4 0.4
H -0.363411 -3.045715 -1.883883 -0.3 0.2 -0.2
H -2.252120 0.724472 -3.078749 0.2 -0.3 0.1
H -4.162427 -0.902626 -2.231465 0.2 0.0 0.2
Hf -1.906157 -0.278472 -0.230417 0.2 -0.5 -0.6
O 0.065955 -0.058019 0.009808 3.1 0.2 0.7
P 1.646783 0.156249 0.037529 -1.9 0.5 0.3
C 2.046063 1.421700 1.256106 0.7 0.1 0.4
C 2.065401 2.762345 0.823633 0.1 -0.1 -0.1
C 2.358743 3.792194 1.714249 0.0 -0.2 0.0
C 2.717471 3.492886 3.029876 -0.1 -0.3 -0.1
C 2.751066 2.160172 3.460943 -0.1 0.0 -0.2
C 2.412220 1.121973 2.583840 0.0 0.3 -0.2
C 2.276621 -1.493560 0.373524 0.7 -0.5 0.1
C 3.236675 -2.121194 -0.446257 -0.2 0.1 0.0
C 3.609606 -3.450659 -0.222522 -0.1 0.2 0.3
C 3.034852 -4.159306 0.837033 0.1 0.2 -0.1
C 2.102576 -3.541359 1.674452 0.1 0.2 0.1
C 1.749817 -2.209180 1.466991 0.0 0.0 -0.2
C 2.296610 0.839907 -1.504582 0.3 0.9 -0.4
C 1.452958 1.091722 -2.594479 -0.2 -0.7 0.0
C 1.989251 1.138623 -3.885312 0.3 0.5 0.0
C 3.352155 1.393748 -4.049863 -0.1 -0.4 0.2
C 4.173762 1.515068 -2.919716 -0.3 0.0 0.3
C 3.663444 1.203785 -1.651621 0.0 -0.4 -0.3
H 1.876465 3.003062 -0.227877 0.0 -0.1 0.5
H 2.310699 4.828278 1.370445 0.1 -0.4 0.1
H 2.986098 4.303688 3.705471 -0.1 -0.3 -0.1
H 3.045390 1.923877 4.484158 -0.1 0.1 -0.3
H 2.474671 0.082133 2.916368 -0.1 0.4 -0.1
H 3.709537 -1.558101 -1.250624 -0.2 -0.2 0.1
H 4.369624 -3.922093 -0.851137 -0.3 0.2 0.2
H 3.360432 -5.178278 1.046464 -0.2 0.2 -0.1
H 1.681533 -4.082598 2.526764 0.2 0.2 -0.3
H 1.084316 -1.714490 2.174007 -0.1 -0.2 -0.2
H 0.380125 1.234023 -2.438444 0.3 -0.6 -0.1
H 1.348454 0.968591 -4.754571 0.1 0.6 0.3
H 3.772926 1.497853 -5.051437 -0.1 0.0 0.3
H 5.215979 1.824718 -3.034726 -0.4 -0.2 0.1
H 4.325100 1.274795 -0.782489 -0.2 -0.3 -0.3
```
Positions in Å, forces in eV/Å.


These records have max |F| values of 3.9; 2.2; 3.2 eV/Å, in the order they appear.